A structure of composition C30H37AgGeNOSb. Source: the OMol25 dataset; level of theory: wB97M-V/def2-TZVPD.

```
72
Properties=species:S:1:pos:R:3
Ag -1.202 -0.403 1.871
C 1.502 -3.528 1.119
Ge -0.401 -3.722 1.612
C -1.446 -3.766 -0.063
C -0.556 -5.560 2.349
C -0.979 -2.326 2.796
H 1.766 -4.207 0.307
H 2.144 -3.740 1.976
H 1.710 -2.509 0.789
H -0.922 -4.310 -0.851
H -1.638 -2.749 -0.407
H -2.410 -4.248 0.106
H -0.196 -6.312 1.645
H -1.599 -5.781 2.586
H 0.022 -5.646 3.270
H -0.250 -2.226 3.607
H -1.929 -2.615 3.259
O -1.966 1.615 1.759
N -2.619 2.054 2.860
C -2.299 3.296 3.361
C -2.923 3.774 4.473
C -3.911 3.017 5.144
C -4.215 1.750 4.592
C -3.582 1.290 3.478
H -1.540 3.823 2.803
H -2.638 4.757 4.827
H -4.402 3.384 6.032
H -4.964 1.111 5.043
H -3.765 0.329 3.020
C 3.745 -0.498 -2.159
C 2.619 -1.324 -2.718
C 2.923 -2.225 -3.740
C 1.947 -2.973 -4.371
C 0.622 -2.822 -3.990
C 0.311 -1.947 -2.964
C 1.287 -1.187 -2.312
Sb 0.341 -0.159 -0.647
C 1.789 1.161 0.246
C 2.868 0.502 0.838
C 3.775 1.162 1.648
C 3.595 2.514 1.898
C 2.502 3.169 1.355
C 1.573 2.512 0.548
C 0.356 3.265 0.093
C -0.871 1.086 -1.908
C -2.211 1.135 -1.535
C -3.137 1.845 -2.289
C -2.719 2.503 -3.433
C -1.383 2.467 -3.804
C -0.443 1.773 -3.052
C 1.003 1.812 -3.462
H 4.461 -0.260 -2.947
H 4.286 -1.035 -1.377
H 3.391 0.435 -1.728
H 3.958 -2.326 -4.050
H 2.218 -3.666 -5.158
H -0.163 -3.384 -4.479
H -0.730 -1.856 -2.664
H 3.015 -0.558 0.661
H 4.601 0.621 2.094
H 4.285 3.050 2.538
H 2.341 4.217 1.579
H 0.407 4.301 0.430
H -0.552 2.822 0.517
H 0.252 3.263 -0.992
H -2.539 0.634 -0.630
H -4.171 1.886 -1.971
H -3.429 3.062 -4.031
H -1.059 3.002 -4.690
H 1.223 2.731 -4.008
H 1.258 0.967 -4.104
H 1.662 1.768 -2.594
```

As for the multiplicity: 2. As for the molar mass: 729.87 g mol⁻¹. As for the charge: -1. The lowest unoccupied orbital energy (alpha / beta) comes out at 2.569 / 2.568 eV. The expectation value of S² is 0.76. The total energy is -3759.3866 Ha.


A cluster of 2 separate species, C4H10O3 in total in a non-equilibrium geometry. Source: the OMol25 dataset; level of theory: wB97M-V/def2-TZVPD.

```
17
Properties=species:S:1:pos:R:3
O -1.207 -1.004 2.369
C -1.175 -0.192 1.488
O -2.001 0.872 1.458
C -0.222 -0.212 0.316
C -0.904 -0.302 -1.042
C 0.143 -0.234 -2.163
H -2.686 0.785 2.133
H 0.502 0.597 0.292
H 0.338 -1.126 0.532
H -1.570 0.540 -1.235
H -1.452 -1.243 -1.108
H 0.870 -1.045 -2.054
H -0.271 -0.362 -3.163
H 0.674 0.719 -2.165
H 3.641 0.421 1.196
H 2.610 1.220 1.912
O 2.710 0.566 1.234
```

The SMILES is CCCC(=O)O.O. As for the multiplicity: 1. As for the molar mass: 106.12 g mol⁻¹. The lowest unoccupied orbital energy comes out at 0.643 eV. The total energy is -384.1435 Ha.


A cluster of 2 separate species, C23H29I2N3O5 in total in a non-equilibrium geometry. Source: the OMol25 dataset; level of theory: wB97M-V/def2-TZVPD.

```
62
Properties=species:S:1:pos:R:3
C 0.505 2.509 1.894
C 0.571 1.259 2.710
O -0.325 0.923 3.424
O 1.725 0.522 2.688
C 2.161 0.069 1.406
C 1.711 -1.364 1.118
C 1.419 -1.609 -0.388
C -0.058 -1.834 -0.718
C -0.781 -0.709 -0.127
N -1.335 0.213 0.252
C -0.569 -3.085 0.058
C -1.907 -3.187 0.439
C -2.335 -4.323 1.121
N -1.546 -5.345 1.457
C -0.262 -5.221 1.109
C 0.272 -4.135 0.423
C -0.399 -1.961 -2.275
C -0.560 -3.394 -2.579
N -0.694 -4.495 -2.840
C -1.814 -1.393 -2.544
C -2.392 -1.718 -3.920
O -3.683 -1.064 -4.042
C -3.609 0.218 -4.489
O -3.856 0.532 -5.603
C 0.656 -1.444 -3.307
I 2.372 -2.756 -3.530
C 1.198 -0.010 -3.182
C 0.233 1.068 -2.705
I 1.825 0.599 -5.182
H 0.207 3.358 2.499
H 1.423 2.703 1.346
H -0.270 2.354 1.144
H 1.844 0.762 0.625
H 3.247 0.107 1.428
H 2.537 -2.013 1.395
H 0.882 -1.636 1.764
H 1.819 -0.745 -0.907
H 2.037 -2.436 -0.701
H -2.623 -2.406 0.240
H -3.379 -4.393 1.399
H 0.401 -6.033 1.378
H 1.316 -4.148 0.167
H -2.508 -1.803 -1.822
H -1.840 -0.319 -2.417
H -2.612 -2.770 -4.035
H -1.777 -1.360 -4.743
H -3.326 0.951 -3.723
H 0.192 -1.526 -4.278
H 2.119 0.047 -2.624
H 0.686 2.033 -2.908
H -0.676 1.046 -3.297
H 0.037 1.033 -1.638
C 0.474 5.124 5.761
C 0.853 5.631 4.392
O 0.259 5.273 3.400
C 2.006 6.601 4.315
H -0.364 4.436 5.675
H 1.319 4.603 6.214
H 0.189 5.959 6.402
H 2.911 6.137 4.710
H 1.782 7.495 4.899
H 2.174 6.885 3.279
```

The SMILES is CC(=O)OCCC[C@](C#N)(c1ccncc1)[C@@](C#N)(CCOC=O)[C@H](I)[C@H](C)I.CC(C)=O. As for the multiplicity: 1. As for the molar mass: 681.31 g mol⁻¹. The lowest unoccupied orbital energy comes out at -0.265 eV. The total energy is -2029.6053 Ha.


The molecule CH4N2O in a non-equilibrium geometry. Source: the OMol25 dataset; level of theory: wB97M-V/def2-TZVPD.

```
8
Properties=species:S:1:pos:R:3
C -0.356 -0.203 0.192
H 0.309 0.725 -1.740
H -1.330 1.244 -1.042
H 0.641 -1.034 1.634
H 1.699 -0.025 0.558
N -0.368 0.454 -1.072
N 0.821 -0.612 0.715
O -1.416 -0.550 0.756
```

The SMILES is NC(N)=O. As for the multiplicity: 1. As for the molar mass: 60.06 g mol⁻¹. The lowest unoccupied orbital energy comes out at 0.672 eV. The total energy is -225.2428 Ha.


The molecule C2H6N4S in a non-equilibrium geometry. Source: the OMol25 dataset; level of theory: wB97M-V/def2-TZVPD.

```
13
Properties=species:S:1:pos:R:3
C 0.030 1.753 0.956
C -0.628 -1.786 -0.743
N -2.673 0.560 -0.623
N -1.668 1.263 -0.563
N -2.740 -0.462 0.084
N -0.593 0.686 0.181
S -1.241 -0.811 0.781
H 0.781 1.204 1.332
H 0.280 2.539 0.226
H -0.617 2.256 1.614
H -1.442 -2.163 -1.412
H 0.066 -2.494 -0.375
H -0.114 -1.006 -1.315
```

As for the multiplicity: 1. As for the molar mass: 118.16 g mol⁻¹. The lowest unoccupied orbital energy comes out at 0.491 eV. The total energy is -696.8377 Ha.


The molecule C5H8S in a non-equilibrium geometry. Source: the OMol25 dataset; level of theory: wB97M-V/def2-TZVPD.

```
14
Properties=species:S:1:pos:R:3
C 1.696 -0.863 0.431
C 0.533 1.272 -0.390
C -0.007 0.926 1.067
C 0.442 -0.105 0.074
C -0.663 -0.970 -0.473
S 2.902 -0.122 1.214
H 1.695 -1.945 0.185
H -0.212 1.599 -1.160
H 1.485 1.795 -0.550
H 0.566 1.004 2.001
H -1.032 0.956 1.196
H -1.623 -0.341 -0.387
H -0.949 -1.715 0.219
H -0.671 -1.475 -1.457
```

The SMILES is CC1(C=S)CC1. As for the multiplicity: 1. As for the molar mass: 100.19 g mol⁻¹. The lowest unoccupied orbital energy comes out at -0.137 eV. The total energy is -593.4250 Ha.